A molecular structure, C46H63AsBiF3N4O3S3Si3Te. Source: the Open Molecules 2025 dataset; level of theory: the ωB97M-V functional and the def2-TZVPD basis.

ORCA input file:
```
! RIJCOSX wB97M-V def2-TZVPD def2/J DEFGRID3
* xyz 0 1
Bi -0.14 0.40 -0.47
N -0.57 1.94 -1.94
S -0.25 1.87 -3.41
N -0.97 0.83 -4.32
S -2.38 0.17 -3.60
N -3.56 -0.08 -2.43
S -3.49 0.16 -0.88
N -2.28 0.20 -0.03
C -4.59 -1.13 -0.31
C -5.35 -0.91 0.83
C -6.08 -1.96 1.36
C -6.04 -3.21 0.76
C -5.27 -3.42 -0.38
C -4.53 -2.37 -0.92
C -4.46 1.64 -0.59
C -3.91 2.61 0.23
C -4.61 3.81 0.40
C -5.83 4.00 -0.23
C -6.37 3.00 -1.04
C -5.67 1.82 -1.24
C -2.79 -1.10 -4.80
C -4.00 -1.76 -4.67
C -4.33 -2.74 -5.60
C -3.45 -3.05 -6.63
C -2.24 -2.37 -6.74
C -1.90 -1.39 -5.82
C -3.36 1.58 -4.27
C -3.85 1.58 -5.57
C -4.51 2.71 -6.05
C -4.67 3.83 -5.25
C -4.16 3.82 -3.96
C -3.51 2.70 -3.47
C -0.56 3.51 -4.05
C -0.56 4.59 -3.17
C -0.83 5.85 -3.67
C -1.10 6.03 -5.02
C -1.10 4.94 -5.88
C -0.82 3.67 -5.40
C 1.46 1.63 -3.85
C 1.88 0.43 -4.40
C 3.23 0.23 -4.62
C 4.15 1.22 -4.28
C 3.71 2.41 -3.71
C 2.36 2.63 -3.50
H -5.36 0.06 1.31
H -6.67 -1.80 2.25
H -6.61 -4.03 1.18
H -5.23 -4.39 -0.84
H -3.90 -2.52 -1.79
H -2.96 2.45 0.72
H -4.19 4.58 1.04
H -6.37 4.92 -0.09
H -7.32 3.16 -1.54
H -6.06 1.05 -1.89
H -4.68 -1.50 -3.87
H -5.27 -3.26 -5.51
H -3.71 -3.82 -7.34
H -1.56 -2.61 -7.54
H -0.97 -0.85 -5.90
H -3.72 0.73 -6.22
H -4.90 2.70 -7.07
H -5.18 4.70 -5.64
H -4.26 4.70 -3.33
H -3.09 2.73 -2.47
H -0.36 4.41 -2.12
H -0.83 6.70 -3.00
H -1.32 7.02 -5.40
H -1.32 5.08 -6.93
H -0.84 2.80 -6.05
H 1.15 -0.34 -4.64
H 3.58 -0.70 -5.05
H 5.20 1.06 -4.44
H 4.42 3.18 -3.43
H 2.02 3.55 -3.04
O -0.61 2.52 2.15
H 0.29 2.72 1.67
H -0.49 2.93 3.02
O 2.51 0.33 -1.18
H 2.96 -0.30 -0.61
H 2.72 1.19 -0.78
O -1.65 -0.06 2.78
H -2.20 -0.14 1.99
H -1.21 0.80 2.65
Te -0.72 -1.63 -2.45
C 4.90 -0.61 0.90
Si 4.13 -1.13 2.53
C 4.50 0.21 3.78
C 4.94 -2.76 3.02
As 1.79 -1.21 2.29
Si 1.34 -3.29 1.31
C 1.85 -4.80 2.31
C -0.51 -3.35 0.99
C 2.26 -3.36 -0.34
Si 1.06 -1.59 4.50
C 0.70 0.10 5.23
C -0.49 -2.64 4.51
C 2.34 -2.45 5.57
H 5.99 -0.58 1.02
H 4.57 0.40 0.63
H 4.69 -1.30 0.09
H 5.58 0.33 3.91
H 4.07 0.01 4.76
H 4.09 1.16 3.42
H 6.01 -2.58 3.16
H 4.84 -3.50 2.22
H 4.54 -3.18 3.94
H 1.51 -4.75 3.34
H 2.93 -4.93 2.31
H 1.41 -5.70 1.86
H -1.03 -3.88 1.80
H -0.72 -3.88 0.06
H -0.96 -2.36 0.92
H 3.35 -3.34 -0.21
H 1.98 -2.54 -1.00
H 2.01 -4.29 -0.85
H -0.17 0.54 4.73
H 1.55 0.78 5.11
H 0.48 0.02 6.30
H -1.25 -2.19 3.87
H -0.87 -2.67 5.54
H -0.30 -3.67 4.19
H 3.27 -1.89 5.66
H 2.57 -3.45 5.21
H 1.92 -2.55 6.58
F 2.87 2.10 1.17
C 1.83 3.03 0.85
F 1.95 3.07 -0.57
F 2.38 4.24 1.22
*
```

Calculated values
F_max = 0.4 eV/A
E = -199085.5745 eV
frontier orbital gap = 6.39 eV
lowest unoccupied orbital energy = -1.1 eV

---

A molecular structure, C46H64ClN5O2Ti in a non-equilibrium geometry. Source: the Open Molecules 2025 dataset; level of theory: the ωB97M-V functional and the def2-TZVPD basis.

ORCA input file:
```
! RIJCOSX wB97M-V def2-TZVPD def2/J DEFGRID3
* xyz 2 1
Ti -0.17 0.16 -0.24
C 1.29 2.90 -0.67
C 0.84 3.32 0.73
N 0.04 2.21 1.27
C 0.31 1.80 2.65
C 1.05 0.48 2.74
C 1.74 0.12 3.89
C 2.43 -1.08 3.91
C 2.45 -1.88 2.77
C 1.74 -1.46 1.66
C 1.70 -2.22 0.36
N 1.56 -1.26 -0.73
C 2.82 -0.53 -1.06
C 2.54 0.88 -1.54
N 1.70 1.51 -0.51
N 1.03 -0.32 1.67
H 2.09 3.53 -1.07
H 0.45 2.95 -1.38
H 0.28 4.25 0.70
H 1.71 3.48 1.37
H -0.95 2.37 1.15
H -0.63 1.71 3.20
H 0.89 2.55 3.18
H 1.74 0.78 4.75
H 2.99 -1.37 4.79
H 3.03 -2.79 2.74
H 0.82 -2.87 0.34
H 2.59 -2.85 0.27
H 1.24 -1.76 -1.56
H 3.40 -1.09 -1.79
H 3.42 -0.49 -0.14
H 2.00 0.89 -2.48
H 3.49 1.42 -1.68
H 2.20 1.44 0.37
C -7.13 -2.53 -0.34
C -6.33 -1.93 -1.50
C -5.94 -3.06 -2.47
C -7.22 -0.94 -2.27
C -5.10 -1.22 -0.93
C -3.82 -1.73 -1.09
C -2.75 -1.05 -0.53
N -1.37 -1.43 -0.55
C -1.02 -1.95 -1.84
C -1.16 -3.26 -2.24
C -0.86 -3.61 -3.56
C -0.45 -2.60 -4.42
C -0.27 -1.25 -4.06
C -0.55 -0.95 -2.73
O -0.35 0.26 -2.11
C 0.23 -0.27 -5.12
C 1.75 -0.42 -5.24
C -0.41 -0.59 -6.48
C -0.11 1.20 -4.81
C -1.05 -5.05 -4.01
C -0.61 -5.28 -5.45
C -2.54 -5.41 -3.89
C -0.23 -5.99 -3.11
C -2.96 0.16 0.11
O -1.79 0.74 0.49
C -4.22 0.70 0.33
C -5.27 -0.03 -0.21
C -4.42 2.03 1.05
C -3.71 3.14 0.26
C -3.86 1.95 2.48
C -5.90 2.41 1.16
H -8.03 -3.02 -0.71
H -7.43 -1.77 0.37
H -6.54 -3.28 0.20
H -6.84 -3.49 -2.90
H -5.41 -3.86 -1.96
H -5.32 -2.69 -3.29
H -8.03 -1.47 -2.76
H -6.64 -0.41 -3.03
H -7.67 -0.20 -1.61
H -3.65 -2.64 -1.65
H -1.52 -3.99 -1.53
H -0.24 -2.87 -5.44
H 2.01 -1.44 -5.54
H 2.26 -0.20 -4.30
H 2.14 0.26 -6.00
H -0.05 -1.53 -6.90
H -0.16 0.20 -7.19
H -1.50 -0.65 -6.40
H 0.39 1.57 -3.92
H -1.19 1.33 -4.66
H 0.19 1.81 -5.65
H -1.21 -4.70 -6.16
H -0.73 -6.33 -5.71
H 0.44 -5.01 -5.60
H -3.16 -4.76 -4.50
H -2.89 -5.33 -2.86
H -2.71 -6.44 -4.22
H 0.83 -5.75 -3.17
H -0.37 -7.02 -3.41
H -0.54 -5.91 -2.06
H -6.28 0.35 -0.09
H -2.65 2.93 0.09
H -3.79 4.09 0.79
H -4.17 3.27 -0.72
H -2.82 1.62 2.49
H -4.44 1.25 3.08
H -3.91 2.93 2.96
H -6.35 2.56 0.18
H -5.99 3.35 1.71
H -6.47 1.66 1.70
Cl -0.79 -8.22 2.32
C -1.11 -6.55 2.19
C -0.26 -5.65 2.85
C -0.52 -4.31 2.75
C -1.63 -3.85 1.99
C -1.92 -2.51 1.88
C -2.48 -4.79 1.35
C -2.22 -6.13 1.44
H 0.57 -6.04 3.42
H 0.12 -3.59 3.25
H -1.34 -1.74 2.37
H -2.82 -2.19 1.38
H -3.33 -4.42 0.78
H -2.84 -6.87 0.96
*
```

Calculated values
F_max = 1.0 eV/A
E = -95914.9330 eV
frontier orbital gap = 4.76 eV
lowest unoccupied orbital energy = -7.6 eV
energy above the lowest of the compared OMol25 structures with the same formula, charge and spin = 0.000 eV

---

A molecular structure, C46H66KN4OPS2 in a non-equilibrium geometry. Source: the Open Molecules 2025 dataset; level of theory: the ωB97M-V functional and the def2-TZVPD basis.

ORCA input file:
```
! RIJCOSX wB97M-V def2-TZVPD def2/J DEFGRID3
* xyz 0 1
K -0.48 -1.21 0.29
C 2.75 -5.05 -0.30
C 3.27 -3.87 0.51
C 4.80 -3.94 0.61
C 2.85 -2.52 -0.04
C 3.05 -1.39 0.75
C 2.86 -0.10 0.25
C 3.33 1.05 1.12
C 4.86 1.14 1.08
C 2.88 0.92 2.58
C 2.37 0.08 -1.07
C 2.14 -1.06 -1.87
C 2.39 -2.33 -1.33
C 1.62 -1.07 -3.30
C 0.09 -1.24 -3.25
C 2.02 0.06 -4.25
C 2.43 1.48 -1.65
C 3.69 1.80 -2.16
C 3.97 3.02 -2.74
C 2.96 3.98 -2.79
C 1.72 3.68 -2.27
C 1.41 2.44 -1.69
P -0.31 2.14 -1.05
C -0.47 3.36 0.38
C 0.30 2.71 1.54
C -1.93 3.41 0.83
C 0.09 4.77 0.20
C -1.45 2.74 -2.47
C -2.81 2.07 -2.21
C -1.70 4.24 -2.66
C -0.92 2.20 -3.80
H 2.96 -5.99 0.21
H 3.23 -5.10 -1.28
H 1.68 -4.97 -0.45
H 2.87 -3.95 1.52
H 5.25 -3.83 -0.38
H 5.12 -4.90 1.02
H 5.20 -3.15 1.25
H 3.43 -1.51 1.76
H 2.94 1.98 0.71
H 5.31 0.21 1.44
H 5.22 1.95 1.72
H 5.23 1.32 0.07
H 3.45 0.16 3.11
H 1.82 0.67 2.67
H 3.04 1.87 3.11
H 2.22 -3.18 -1.97
H 2.03 -1.98 -3.74
H -0.36 -0.48 -2.60
H -0.17 -2.22 -2.86
H -0.36 -1.14 -4.24
H 1.60 1.03 -3.97
H 1.64 -0.19 -5.24
H 3.10 0.18 -4.32
H 4.47 1.04 -2.13
H 4.95 3.23 -3.13
H 3.15 4.95 -3.24
H 0.96 4.44 -2.31
H -0.05 1.70 1.75
H 0.15 3.30 2.45
H 1.37 2.69 1.34
H -2.33 2.41 0.98
H -2.59 3.93 0.13
H -1.99 3.94 1.78
H 1.16 4.77 0.01
H -0.08 5.32 1.14
H -0.40 5.33 -0.59
H -3.32 2.47 -1.34
H -2.72 0.99 -2.05
H -3.45 2.24 -3.08
H -2.05 4.75 -1.77
H -2.47 4.35 -3.42
H -0.82 4.78 -3.03
H -0.79 1.12 -3.79
H 0.03 2.66 -4.09
H -1.65 2.44 -4.58
S -3.51 -1.06 0.06
C -3.03 -0.36 1.58
N -3.48 0.70 2.14
N -4.45 1.35 1.46
C -5.04 2.48 1.99
C -4.64 3.03 3.21
C -5.25 4.19 3.67
C -6.24 4.82 2.94
C -6.64 4.27 1.72
C -6.05 3.11 1.25
N -2.05 -1.10 2.35
N -1.24 -0.41 2.98
C -0.33 -1.18 3.81
C -0.40 -0.96 5.17
C 0.51 -1.57 6.02
C 1.52 -2.37 5.50
C 1.60 -2.57 4.13
C 0.67 -1.98 3.28
H -4.78 0.91 0.60
H -3.86 2.53 3.77
H -4.93 4.61 4.61
H -6.71 5.73 3.31
H -7.41 4.75 1.14
H -6.36 2.69 0.30
H -1.17 -0.30 5.56
H 0.44 -1.41 7.09
H 2.24 -2.83 6.16
H 2.39 -3.19 3.72
H 0.77 -2.14 2.22
C -0.38 -6.95 -2.00
C -0.83 -6.07 -0.84
S -0.85 -4.33 -1.33
O -0.62 -3.49 -0.09
C -2.59 -4.16 -1.74
C -3.55 -4.46 -0.60
H -0.34 -8.00 -1.69
H 0.61 -6.66 -2.35
H -1.07 -6.89 -2.84
H -0.13 -6.10 0.00
H -1.81 -6.35 -0.47
H -2.74 -4.78 -2.63
H -2.66 -3.11 -2.04
H -3.66 -5.53 -0.41
H -4.53 -4.06 -0.85
H -3.23 -3.95 0.31
*
```

Calculated values
F_max = 1.6 eV/A
E = -104065.6734 eV
frontier orbital gap = 6.67 eV
lowest unoccupied orbital energy = 0.2 eV
energy above the lowest of the compared OMol25 structures with the same formula, charge and spin = 0.315 eV

---

A molecular structure, C46H66N11O6P in a non-equilibrium geometry. Source: the Open Molecules 2025 dataset; level of theory: the ωB97M-V functional and the def2-TZVPD basis.

ORCA input file:
```
! RIJCOSX wB97M-V def2-TZVPD def2/J DEFGRID3
* xyz -2 1
C -62.45 21.41 17.89
O -63.83 21.38 17.34
C -64.21 22.52 16.61
C -63.25 22.58 15.28
N -63.67 23.66 14.37
H -63.63 24.51 14.87
H -62.86 23.97 13.79
C -64.94 23.39 13.56
C -64.84 24.19 12.27
O -66.15 24.11 11.65
C -66.39 25.15 10.78
H -62.34 20.57 18.36
H -62.48 22.26 18.47
H -61.87 21.11 17.04
H -64.03 23.23 17.43
H -65.26 22.34 16.41
H -63.20 21.81 14.59
H -62.23 22.97 15.63
H -65.86 23.43 14.17
H -64.97 22.29 13.12
H -64.14 23.57 11.64
H -64.57 25.20 12.58
H -65.52 25.31 10.17
H -66.66 26.03 11.45
H -67.17 24.90 10.09
P -61.13 25.79 13.48
O -60.12 25.60 14.45
O -60.51 26.32 12.09
O -62.25 26.63 13.90
O -61.67 24.42 13.15
N -59.20 23.06 15.02
C -58.19 22.96 15.99
C -57.86 21.64 15.93
C -58.82 20.99 14.94
C -59.66 22.02 14.50
H -59.48 24.03 14.77
H -57.88 23.83 16.42
H -57.11 21.26 16.51
H -59.01 19.96 14.54
H -60.61 22.10 13.83
N -59.63 28.66 11.92
C -58.48 29.14 12.24
C -58.35 30.40 11.69
C -59.76 30.64 11.24
C -60.49 29.58 11.36
H -60.08 27.61 12.12
H -57.80 28.47 12.70
H -57.63 31.04 11.70
H -60.21 31.66 11.21
H -61.61 29.53 11.25
N -58.41 25.59 11.50
C -57.59 26.41 10.72
C -56.50 25.79 10.24
C -56.65 24.42 11.06
C -57.78 24.41 11.81
H -59.40 25.92 11.78
H -58.04 27.45 10.43
H -55.82 26.14 9.53
H -56.14 23.67 10.79
H -58.29 23.72 12.46
N -61.56 26.50 9.83
C -61.15 27.21 8.74
C -62.02 26.85 7.70
C -62.75 25.54 8.17
C -62.47 25.50 9.55
H -61.04 26.60 10.83
H -60.51 28.03 8.95
H -62.10 27.32 6.76
H -63.41 25.06 7.61
H -62.64 24.79 10.29
N -64.30 26.34 15.34
C -64.22 26.11 16.56
C -65.53 25.95 17.10
C -66.36 26.03 15.92
C -65.59 26.41 14.84
H -63.45 26.57 14.68
H -63.36 26.46 17.10
H -65.94 25.81 18.02
H -67.48 26.04 15.93
H -65.80 26.82 13.74
N -61.88 28.65 15.20
C -60.87 29.59 15.04
C -61.11 30.71 15.86
C -62.33 30.42 16.58
C -62.81 29.20 16.14
H -61.93 27.69 14.57
H -60.26 29.41 14.18
H -60.41 31.55 15.94
H -62.97 31.04 17.26
H -63.63 28.88 16.55
N -57.79 26.32 15.14
C -57.53 27.44 15.78
C -56.22 27.52 16.14
C -55.60 26.32 15.34
C -56.58 25.69 14.67
H -58.88 25.89 14.80
H -58.35 28.19 16.07
H -55.73 28.47 16.62
H -54.65 26.10 15.29
H -56.65 24.83 13.95
N -60.63 25.59 16.99
C -60.98 24.48 17.73
C -61.28 24.83 19.01
C -61.33 26.33 19.02
C -60.90 26.78 17.65
H -60.41 25.66 15.99
H -61.16 23.38 17.20
H -61.52 24.25 19.83
H -61.53 27.04 19.91
H -60.90 28.00 17.47
N -64.11 28.22 12.55
C -64.41 29.55 12.93
C -65.16 30.04 11.86
C -65.25 28.96 10.77
C -64.35 27.92 11.29
H -63.43 27.50 13.00
H -64.11 30.17 13.81
H -65.61 31.05 11.79
H -65.81 29.18 9.88
H -64.09 27.10 10.82
N -61.60 22.78 11.37
C -62.33 21.55 11.49
C -61.98 20.77 10.39
C -60.85 21.48 9.69
C -60.70 22.66 10.41
H -61.59 23.61 12.25
H -63.02 21.30 12.32
H -62.45 19.80 10.40
H -60.30 21.22 8.77
H -60.07 23.55 10.38
*
```

Calculated values
F_max = 8.9 eV/A
E = -86725.6719 eV
frontier orbital gap = 7.14 eV
lowest unoccupied orbital energy = 3.9 eV
energy above the lowest of the compared OMol25 structures with the same formula, charge and spin = 1.756 eV

---

- What is the E in the fourth record?
  -86725.6719 eV

---

- Number 2 is which compound?
  C46H64ClN5O2Ti

---

- Number 4 is which compound?
  C46H66N11O6P

---

- Look up the F_max of the second one.
  1.0 eV/A